Below is a structure of composition C54H45MnN4O7P2S4, with properties calculated with ωB97M-V/def2-TZVPD.

E_HOMO (spin up / spin down): -5.20 / -5.24 eV
ΔE to the lowest compared entry with this formula, charge and spin: 35.4 kcal/mol
2S+1: 6
<S²>: 8.75
charge: -1
max |F|: 0.89 eV/A
orbital gap (spin up / spin down): 7.40 / 7.43 eV

Geometry (Å):
Mn  -0.9486  0.2203  1.5505
C  3.5597  -3.9732  5.2676
C  2.8406  -2.6559  5.1164
C  1.4777  -2.5577  5.3847
C  0.7875  -1.3718  5.1642
C  1.4702  -0.2774  4.6557
C  2.8380  -0.3428  4.4177
C  3.5162  -1.5251  4.6597
S  0.5749  1.1931  4.2252
O  -0.8125  0.8884  4.4603
O  1.1748  2.2797  4.9580
N  0.7941  1.2808  2.6344
C  1.5589  2.2743  2.0408
C  2.5644  3.0265  2.6290
C  3.2895  3.9867  1.8974
C  3.0507  4.2182  0.5748
C  2.0504  3.4626  -0.0773
C  1.7354  3.6286  -1.4441
C  0.7446  2.8836  -2.0075
C  0.0808  1.9290  -1.2157
N  0.3711  1.7145  0.0432
C  1.3184  2.4894  0.6408
H  3.1754  -4.5396  6.1188
H  4.6330  -3.8278  5.4026
H  3.4129  -4.5848  4.3716
H  0.9422  -3.4256  5.7621
H  -0.2741  -1.2884  5.3590
H  3.3579  0.5289  4.0297
H  4.5838  -1.5800  4.4720
H  2.7711  2.8969  3.6793
H  4.0650  4.5517  2.4041
H  3.6040  4.9654  0.0173
H  2.2931  4.3529  -2.0281
H  0.4768  2.9941  -3.0501
H  -0.7083  1.3234  -1.6395
N  1.1981  -2.2512  -1.0089
P  0.9360  -2.0360  0.7373
C  2.6921  -1.7432  1.2515
C  3.5876  -2.7061  1.7196
C  4.8874  -2.3502  2.0645
C  5.3064  -1.0293  1.9694
C  4.4202  -0.0582  1.5210
C  3.1280  -0.4204  1.1708
C  0.8081  -3.8401  1.1327
C  1.4095  -4.8203  0.3334
C  1.3152  -6.1641  0.6670
C  0.6227  -6.5566  1.8072
C  0.0442  -5.5933  2.6182
C  0.1422  -4.2470  2.2855
P  0.9103  -1.0914  -2.2979
C  0.6273  -2.3330  -3.6378
C  -0.5144  -2.2088  -4.4251
C  -0.7565  -3.0975  -5.4699
C  0.1458  -4.1177  -5.7305
C  1.2878  -4.2533  -4.9434
C  1.5272  -3.3662  -3.9060
C  2.6302  -0.6489  -2.7966
C  3.7824  -0.9502  -2.0820
C  5.0197  -0.4619  -2.4947
C  5.1190  0.3179  -3.6366
C  3.9730  0.6021  -4.3763
C  2.7414  0.1325  -3.9508
H  0.5796  -3.0244  -1.2404
H  3.2874  -3.7408  1.8181
H  5.5729  -3.1133  2.4192
H  6.3164  -0.7564  2.2562
H  4.7235  0.9804  1.4460
H  2.4390  0.3322  0.8057
H  1.9706  -4.5329  -0.5475
H  1.7952  -6.9068  0.0394
H  0.5387  -7.6076  2.0591
H  -0.4941  -5.8837  3.5132
H  -0.3076  -3.5103  2.9340
H  -1.2127  -1.4037  -4.2167
H  -1.6475  -2.9907  -6.0785
H  -0.0345  -4.8070  -6.5474
H  1.9961  -5.0478  -5.1508
H  2.4250  -3.4603  -3.3019
H  3.7174  -1.5770  -1.2021
H  5.9075  -0.7008  -1.9182
H  6.0815  0.7018  -3.9536
H  4.0451  1.1922  -5.2822
H  1.8474  0.3708  -4.5235
O  -4.5736  2.1925  3.9946
S  -4.5681  1.4016  2.7898
O  -4.9120  2.0803  1.5769
N  -3.1354  0.5454  2.7185
C  -3.3298  -0.7065  3.0653
S  -2.0650  -1.8280  3.0355
C  -4.7429  -1.0731  3.3715
C  -5.2414  -2.2809  3.8218
C  -6.6162  -2.3997  3.9893
C  -7.4641  -1.3328  3.7001
C  -6.9557  -0.1157  3.2670
C  -5.5898  -0.0150  3.1148
H  -4.5608  -3.0968  4.0310
H  -7.0360  -3.3330  4.3432
H  -8.5339  -1.4558  3.8145
H  -7.6059  0.7248  3.0547
C  -5.0812  1.8165  -5.8230
C  -4.4838  1.3917  -4.5029
C  -4.3524  2.2967  -3.4531
C  -3.8213  1.9057  -2.2301
C  -3.4070  0.5878  -2.0612
C  -3.5358  -0.3289  -3.0949
C  -4.0664  0.0769  -4.3078
S  -2.8897  0.0588  -0.4489
O  -2.3717  1.2918  0.1776
O  -4.0616  -0.5671  0.1040
O  -1.7543  -0.8695  -0.5558
H  -5.6157  2.7608  -5.7206
H  -5.7828  1.0667  -6.1923
H  -4.3074  1.9480  -6.5823
H  -4.6828  3.3215  -3.5897
H  -3.7426  2.5918  -1.3935
H  -3.2258  -1.3574  -2.9332
H  -4.1748  -0.6405  -5.1150


Below is a structure of composition C8H6BF2I3O2Ti, with properties calculated with ωB97M-V/def2-TZVPD.

E_HOMO (spin up / spin down): -11.52 / -11.52 eV
ΔE to the lowest compared entry with this formula, charge and spin: 0.0 kcal/mol
2S+1: 2
<S²>: 0.75
charge: +1
max |F|: 0.37 eV/A
orbital gap (spin up / spin down): 7.22 / 6.92 eV

Geometry (Å):
Ti  2.2387  -0.6267  -1.0645
I  3.4663  -2.8130  0.5232
C  2.3174  -4.1377  -0.6832
I  0.6112  -3.1685  -1.4930
H  1.9893  -4.9569  -0.0559
H  2.9438  -4.4652  -1.5027
I  -5.1930  2.7516  1.8727
C  -3.3923  1.9825  1.1847
C  -2.5477  1.3202  2.0714
C  -1.3496  0.8079  1.6130
C  -1.0014  0.9603  0.2709
C  -1.8512  1.6255  -0.6131
C  -3.0496  2.1375  -0.1558
C  0.2560  0.4176  -0.2139
O  0.6184  0.5240  -1.4408
O  1.0718  -0.2209  0.5521
H  -2.8278  1.2083  3.1091
H  -0.6801  0.2884  2.2849
H  -1.5661  1.7365  -1.6504
H  -3.7154  2.6542  -0.8321
F  4.6385  1.9850  -0.5540
B  3.8095  1.0815  -0.7471
F  3.2134  -1.0922  -2.4753


Below is a cluster of 2 separate species, H3N3O2 in total in a non-equilibrium geometry, with properties calculated with ωB97M-V/def2-TZVPD.

E_HOMO (spin up / spin down): -6.50 / -6.51 eV
ΔE to the lowest compared entry with this formula, charge and spin: 53.9 kcal/mol
2S+1: 1
charge: 0
max |F|: 2.29 eV/A
orbital gap (spin up / spin down): 6.26 / 6.31 eV

Geometry (Å):
N  -1.7495  0.7044  -0.0400
N  1.2749  0.6630  0.0078
N  0.4122  -0.1893  -0.5359
O  0.2785  -1.2934  0.2844
O  -2.4742  -0.2155  -0.1320
H  1.3745  0.6368  1.0224
H  1.2195  1.5722  -0.4210
H  -0.3358  -1.8782  -0.1858


Below is a cluster of 3 separate species, C4H14NO in total in a non-equilibrium geometry, with properties calculated with ωB97M-V/def2-TZVPD.

E_HOMO: -13.43 eV
ΔE to the lowest compared entry with this formula, charge and spin: 117.0 kcal/mol
2S+1: 1
charge: +1
max |F|: 6.95 eV/A
orbital gap: 5.33 eV

Geometry (Å):
C  -0.0064  1.3418  -0.6755
C  0.8408  0.7512  0.4164
C  1.9963  -0.1203  -0.1177
C  2.3314  -1.4463  0.7123
N  -2.6758  -0.1706  -1.5135
H  -0.8392  1.9149  -0.2886
H  0.5617  2.0685  -1.2782
H  -0.4877  0.4969  -1.2089
H  1.1845  1.4676  1.1997
H  2.8971  0.5203  -0.2413
H  1.7599  -0.2559  -1.1981
H  3.0052  -2.1199  0.1943
H  1.3984  -1.9839  0.8199
H  2.7598  -1.1382  1.6507
H  -3.0914  -0.9077  -1.9887
H  -3.2456  0.7423  -1.4548
H  -2.6496  -0.4321  -0.5519
H  -1.5504  -0.2987  2.1833
H  -0.6693  -0.0245  0.9921
O  -1.6594  -0.2518  1.2190


Below is a structure of composition C31H32ClMoN2O7STe, with properties calculated with ωB97M-V/def2-TZVPD.

E_HOMO (spin up / spin down): -11.53 / -11.59 eV
ΔE to the lowest compared entry with this formula, charge and spin: 0.0 kcal/mol
2S+1: 3
<S²>: 2.02
charge: +1
max |F|: 0.11 eV/A
orbital gap (spin up / spin down): 7.40 / 7.03 eV

Geometry (Å):
Mo  -0.4391  -1.1265  0.0669
C  2.8073  -0.0263  3.8217
C  2.9323  0.3722  2.3537
C  4.1751  1.2420  2.1303
C  1.7110  1.0870  1.8201
C  1.3765  0.9917  0.4616
C  0.3487  1.7719  -0.0865
C  -0.3647  2.6726  0.7023
C  -1.3413  3.6444  0.1023
C  -0.0767  2.6981  2.0591
C  0.9362  1.9202  2.6098
H  3.6562  -0.6484  4.1109
H  1.8864  -0.5796  4.0147
H  2.8184  0.8467  4.4760
H  3.0661  -0.5392  1.7623
H  4.0978  2.1714  2.6977
H  4.2960  1.5010  1.0777
H  5.0738  0.7174  2.4581
H  2.0187  0.4278  -0.2052
H  0.1758  1.7427  -1.1557
H  -1.6502  3.3495  -0.8999
H  -0.8829  4.6326  0.0269
H  -2.2361  3.7519  0.7155
H  -0.6360  3.3651  2.7055
H  1.1300  1.9969  3.6714
Cl  -1.3841  -1.7325  -7.1505
C  -0.8713  -1.4551  -5.5261
C  -0.1187  -0.3076  -5.2267
C  0.3109  -0.0523  -3.9457
C  -0.0261  -0.9253  -2.9026
O  0.4015  -0.6775  -1.6790
C  -0.7674  -2.0877  -3.2103
C  -0.9972  -3.0713  -2.2041
O  -0.8253  -2.9134  -0.9803
C  -1.1714  -2.3496  -4.5367
H  0.1294  0.3769  -6.0273
H  0.9071  0.8226  -3.7224
H  -1.3379  -4.0629  -2.5171
H  -1.7226  -3.2539  -4.7625
N  5.2649  -4.3256  3.1970
C  5.0078  -4.1662  1.8789
O  5.7357  -4.5599  0.9952
C  3.7181  -3.4566  1.5252
C  2.6359  -3.3258  2.3795
C  1.4989  -2.6717  1.9402
N  1.4130  -2.1528  0.7085
C  2.4543  -2.2952  -0.1294
C  3.6130  -2.9387  0.2397
H  6.1367  -4.7600  3.4517
H  4.7366  -3.8612  3.9123
H  2.6350  -3.7393  3.3785
H  0.6395  -2.5600  2.5863
H  2.3344  -1.8696  -1.1164
H  4.4342  -3.0553  -0.4532
C  -2.8515  0.9887  -2.3769
Te  -3.0599  -0.5029  -0.8611
C  -3.7922  1.0888  0.3406
C  -4.2644  2.1243  -0.6465
C  -5.1253  3.1425  -0.2502
C  -5.5188  4.1161  -1.1537
C  -5.0591  4.0757  -2.4637
C  -4.2085  3.0591  -2.8666
C  -3.8070  2.0819  -1.9622
H  -3.1011  0.5610  -3.3463
H  -1.8166  1.3317  -2.4044
H  -2.9726  1.4269  0.9747
H  -4.5809  0.6931  0.9740
H  -5.4904  3.1689  0.7693
H  -6.1929  4.9014  -0.8394
H  -5.3732  4.8289  -3.1735
H  -3.8587  3.0201  -3.8914
O  -1.1852  -1.6294  3.6895
S  -1.7933  -1.3485  2.4321
O  -1.3731  -2.3987  1.3683
O  -1.0391  -0.1734  1.7187
O  -3.2005  -1.1120  2.3687


Below is the molecule C5H10O2 in a non-equilibrium geometry, with properties calculated with ωB97M-V/def2-TZVPD.

E_HOMO: -9.57 eV
structure (SMILES): OCCC1COC1
ΔE to the lowest compared entry with this formula, charge and spin: 84.8 kcal/mol
2S+1: 1
charge: 0
max |F|: 2.32 eV/A
orbital gap: 10.41 eV

Geometry (Å):
O  -0.1011  1.3687  1.7567
C  -0.3215  2.1432  0.6029
C  -0.1349  0.9200  -0.4777
C  -0.2768  -0.6401  -0.1216
C  0.0102  -1.5829  -1.3404
O  1.0586  -2.2682  -0.6527
C  0.8989  -1.4389  0.5067
H  -0.9207  0.9062  1.9150
H  0.3293  3.0424  0.7962
H  -1.3302  2.6284  0.5869
H  0.8686  0.9949  -0.8983
H  -0.9001  1.0864  -1.2292
H  -1.2373  -0.9137  0.3393
H  0.3798  -1.0703  -2.2384
H  -0.7865  -2.2811  -1.6428
H  0.6706  -2.0531  1.3900
H  1.7931  -0.8421  0.7076